{"formula": "C39H45Cl3KN5O3P", "method": "ωB97M-V with the def2-TZVPD basis set", "de_lowest_ev": 1.688, "gap_ev": 4.730, "energy_ha": -4334.65579, "homo_ev": -3.0, "total_charge": -1, "species": ["K", "C", "N", "C", "C", "C", "C", "C", "C", "C", "N", "C", "C", "C", "C", "C", "C", "N", "C", "C", "H", "H", "H", "H", "H", "H", "H", "H", "H", "H", "H", "H", "H", "H", "H", "H", "H", "H", "H", "H", "Cl", "C", "C", "C", "Cl", "C", "O", "C", "Cl", "C", "H", "H", "C", "P", "C", "C", "C", "C", "C", "C", "C", "H", "H", "H", "H", "H", "H", "H", "H", "H", "H", "H", "C", "C", "O", "C", "C", "C", "C", "C", "C", "H", "H", "H", "H", "H", "H", "H", "H", "N", "C", "N", "O", "H", "H", "H", "H"], "coordinates": [[0.596, 0.206, 0.178], [-1.178, -2.566, 2.261], [0.046, -2.412, 1.519], [1.149, -2.041, 2.399], [0.340, -3.391, 0.543], [-0.388, -4.568, 0.422], [-0.085, -5.530, -0.539], [0.993, -5.323, -1.388], [1.733, -4.156, -1.291], [1.419, -3.140, -0.362], [2.021, -1.927, -0.384], [3.342, -1.765, -0.611], [4.323, -2.689, -0.168], [5.675, -2.432, -0.290], [6.120, -1.250, -0.872], [5.178, -0.337, -1.333], [3.819, -0.569, -1.210], [2.840, 0.336, -1.758], [2.714, 0.139, -3.190], [3.058, 1.731, -1.425], [-1.140, -3.392, 2.993], [-2.014, -2.737, 1.581], [-1.367, -1.642, 2.815], [1.277, -2.782, 3.207], [0.954, -1.063, 2.843], [2.071, -1.970, 1.833], [-1.211, -4.765, 1.100], [-0.672, -6.439, -0.600], [1.250, -6.067, -2.134], [2.554, -3.974, -1.976], [3.983, -3.602, 0.308], [6.395, -3.152, 0.084], [7.178, -1.043, -0.974], [5.522, 0.579, -1.804], [3.633, 0.412, -3.738], [1.891, 0.745, -3.580], [2.503, -0.913, -3.393], [3.948, 2.170, -1.906], [3.164, 1.828, -0.344], [2.188, 2.311, -1.746], [3.797, 6.495, 3.375], [3.167, 4.934, 2.912], [2.157, 4.849, 1.970], [1.666, 3.606, 1.624], [0.415, 3.495, 0.426], [2.117, 2.373, 2.187], [1.634, 1.245, 1.883], [3.170, 2.560, 3.138], [3.807, 1.122, 3.873], [3.686, 3.788, 3.496], [1.760, 5.742, 1.507], [4.486, 3.851, 4.221], [-0.365, 2.666, -3.962], [-0.708, 1.615, -2.463], [-2.127, 2.599, -1.813], [-1.534, 0.282, -3.440], [-2.809, 0.375, -3.986], [-3.328, -0.657, -4.760], [-2.569, -1.791, -5.009], [-1.290, -1.892, -4.475], [-0.780, -0.866, -3.695], [-1.287, 2.873, -4.508], [0.324, 2.136, -4.621], [0.097, 3.608, -3.659], [-2.827, 2.901, -2.593], [-1.717, 3.496, -1.347], [-2.647, 2.020, -1.051], [-3.414, 1.259, -3.822], [-4.324, -0.570, -5.178], [-2.970, -2.591, -5.619], [-0.693, -2.780, -4.653], [0.206, -0.958, -3.253], [-0.852, 1.256, 3.885], [-1.919, 1.369, 2.836], [-1.645, 1.244, 1.659], [-3.315, 1.657, 3.253], [-3.786, 1.387, 4.538], [-5.104, 1.647, 4.870], [-5.967, 2.201, 3.935], [-5.504, 2.491, 2.658], [-4.193, 2.213, 2.318], [0.118, 1.176, 3.391], [-1.014, 0.366, 4.498], [-0.871, 2.125, 4.545], [-3.121, 0.954, 5.274], [-5.464, 1.417, 5.865], [-6.995, 2.411, 4.202], [-6.169, 2.935, 1.928], [-3.814, 2.444, 1.330], [-2.920, -2.290, -1.117], [-2.440, -1.095, -0.643], [-3.364, -0.293, -0.027], [-1.264, -0.774, -0.763], [-3.890, -2.345, -1.375], [-2.275, -2.786, -1.711], [-4.219, -0.710, 0.302], [-2.932, 0.402, 0.574]]}